1.
Entry from OMol25: a 2-piece molecular cluster, C4H11NS overall at a distorted geometry (the ωB97M-V functional and the def2-TZVPD basis).

Positions of all 17 atoms, in Å:
S (-1.50650, -0.84770, 0.10258)
N (0.88967, 2.30625, -0.93064)
C (1.81322, 1.30607, -1.15054)
C (-1.09712, -2.57706, 0.26024)
C (-1.27267, -0.26459, 1.82308)
C (3.01690, 1.23435, -0.58082)
H (-1.90165, -3.23866, 0.58529)
H (-0.60286, -3.09276, -0.56635)
H (1.13699, 3.04397, -0.28632)
H (-0.32965, -2.72562, 1.03695)
H (1.45612, 0.50995, -1.78839)
H (-0.56920, 0.56465, 1.80649)
H (3.36169, 1.99501, 0.10292)
H (-0.90529, -1.04669, 2.47795)
H (0.29471, 2.63751, -1.65503)
H (-2.23107, 0.09721, 2.18773)
H (3.62844, 0.35631, -0.71330)

Computed properties:
- 2S+1: 1
- LUMO energy: 0.982 eV
- Molar mass: 105.206 g mol⁻¹



2.
Entry from OMol25: a 2-piece molecular cluster, C4H11NS overall at a distorted geometry (the ωB97M-V functional and the def2-TZVPD basis).

Positions of all 17 atoms, in Å:
S (0.02045, -1.70718, -1.39770)
N (0.87613, 1.61234, 0.95153)
C (-0.32352, 2.23373, 1.45044)
C (1.75951, -1.28138, -0.80860)
C (-1.06757, -0.75144, -0.33868)
C (-1.53450, 1.78807, 1.72054)
H (-2.32497, 2.51293, 1.42153)
H (1.81251, -1.32700, 0.28636)
H (-1.46303, 0.18594, -0.84045)
H (-0.64580, -0.55926, 0.66014)
H (-1.89687, 0.80365, 1.84907)
H (-1.79033, -1.40059, 0.08724)
H (-0.06458, 3.31006, 1.64254)
H (2.33721, -2.13270, -1.21059)
H (2.12151, -0.29028, -1.23765)
H (1.59303, 2.20538, 0.54022)
H (0.85765, 0.78655, 0.36185)

Computed properties:
- 2S+1: 1
- LUMO energy: 0.861 eV
- Molar mass: 105.206 g mol⁻¹



3.
Entry from OMol25: a 2-piece molecular cluster, C4H11NS2 overall at a distorted geometry (the ωB97M-V functional and the def2-TZVPD basis).

Positions of all 18 atoms, in Å:
S (0.84351, 0.03952, 2.21463)
S (0.61767, 1.73294, -0.49202)
N (-0.53982, 0.60685, -0.24417)
C (-1.56883, 1.08931, 1.88957)
C (0.12858, -1.47890, -1.48711)
C (1.38606, -1.01546, -1.87736)
C (-0.68585, 0.16495, 1.06274)
H (0.10076, -2.19274, -0.59127)
H (-1.73230, 0.67133, 2.91881)
H (1.36571, 0.07265, -1.30687)
H (2.35128, -1.50130, -1.61955)
H (-0.90576, -1.41075, -1.97171)
H (-1.06058, 2.14877, 2.11547)
H (1.66440, -0.83840, -2.92351)
H (0.13069, 2.30184, -1.68371)
H (1.43059, -1.02670, 1.61333)
H (-2.46004, 1.39720, 1.37554)
H (-1.06607, -0.76112, 1.00719)

Computed properties:
- 2S+1: 1
- LUMO energy (spin up / spin down): -0.278 / 0.277 eV
- Molar mass: 137.273 g mol⁻¹



4.
Entry from OMol25: one molecule with the formula C4H11NS2 at a distorted geometry (the ωB97M-V functional and the def2-TZVPD basis).

Positions of all 18 atoms, in Å:
S (2.74795, -0.79916, -1.08978)
S (0.80005, 0.09351, -1.60555)
N (-1.54876, 0.11358, 0.64810)
C (-3.70661, -0.38916, 1.60829)
C (-0.29777, 0.79786, 1.03469)
C (0.70743, 1.25744, -0.12393)
C (-2.18987, -0.38630, 1.88227)
H (-4.07218, 0.36794, 0.89178)
H (-4.27065, -0.39047, 2.49998)
H (0.23403, 0.11192, 1.68292)
H (3.03272, 0.23380, -0.34902)
H (-3.96450, -1.36257, 1.12120)
H (-1.49555, -0.63053, -0.05729)
H (-2.07552, 0.46813, 2.64645)
H (0.30009, 2.21165, -0.42850)
H (1.62373, 1.37588, 0.42535)
H (-0.51758, 1.81001, 1.46374)
H (-1.80027, -1.37937, 2.28403)

Computed properties:
- 2S+1: 1
- LUMO energy: 0.056 eV
- Molar mass: 137.273 g mol⁻¹



5.
Entry from OMol25: one molecule with the formula C4H11NS2 at a distorted geometry (the ωB97M-V functional and the def2-TZVPD basis).

Positions of all 18 atoms, in Å:
S (-2.40772, 1.65781, -0.28518)
S (-4.09109, 0.79545, 0.48882)
N (1.66332, -0.54708, 0.05598)
C (-1.06010, 0.94881, 0.76089)
C (2.81410, -0.62594, -0.82648)
C (-0.78931, -0.49836, 0.32075)
C (0.38245, -0.69666, -0.64011)
H (2.80251, -1.59612, -1.31731)
H (-1.65648, -1.05236, -0.02023)
H (-1.32159, 0.97018, 1.81342)
H (-4.41774, 1.63557, 1.49143)
H (2.83706, 0.14833, -1.59824)
H (1.66126, 0.28125, 0.64210)
H (3.71050, -0.54646, -0.21350)
H (0.28694, 0.14859, -1.33610)
H (0.37731, -1.64304, -1.16873)
H (-0.53970, -1.03505, 1.25424)
H (-0.25173, 1.65509, 0.57826)

Computed properties:
- 2S+1: 1
- LUMO energy: 0.588 eV
- Molar mass: 137.273 g mol⁻¹



6.
Entry from OMol25: one molecule with the formula C4H11NS2 (the ωB97M-V functional and the def2-TZVPD basis).

Positions of all 18 atoms, in Å:
S (1.09776, -0.57544, -1.86679)
S (1.61992, 1.18773, -2.86046)
N (-0.14116, -0.53514, 1.11282)
C (-2.32859, -0.43438, -0.08890)
C (1.13380, 0.12051, 0.93227)
C (1.94120, -0.37084, -0.27192)
C (-1.35018, 0.24100, 0.84962)
H (-0.19172, -1.42017, 0.62678)
H (2.27625, -1.39147, -0.07613)
H (-1.83683, 0.43922, 1.80679)
H (-1.11458, 1.23974, 0.47984)
H (-3.27254, 0.11642, -0.05293)
H (2.84879, 0.21321, -0.39500)
H (-1.98619, -0.48105, -1.12613)
H (1.81556, -0.10425, 1.75860)
H (0.99292, 1.19918, 0.90596)
H (-2.53029, -1.45446, 0.25490)
H (1.02589, 2.01019, -1.98931)

Computed properties:
- 2S+1: 1
- LUMO energy: 0.440 eV
- Molar mass: 137.273 g mol⁻¹



7.
Entry from OMol25: a 2-piece molecular cluster, C4H11NS2 overall at a distorted geometry (the ωB97M-V functional and the def2-TZVPD basis).

Positions of all 18 atoms, in Å:
S (-1.06617, 0.17064, -1.51207)
S (-1.49636, -0.99507, 0.15325)
N (1.23393, 0.35109, 0.98911)
C (1.60241, 1.72574, 0.69388)
C (-0.32880, -2.38401, -0.05388)
C (-2.62728, 1.01042, -1.77555)
C (2.02910, -0.39094, 1.65753)
H (0.76791, 2.42539, 0.89015)
H (-3.36041, 0.24006, -2.00277)
H (1.88624, 1.82789, -0.40352)
H (0.68184, -2.00764, -0.09363)
H (-0.51972, -3.09005, 0.74052)
H (2.96452, 0.00015, 2.11387)
H (-2.92519, 1.69225, -0.94002)
H (-2.48560, 1.61082, -2.68783)
H (2.48043, 2.08735, 1.28568)
H (-0.55233, -2.86572, -1.01002)
H (1.71550, -1.40836, 1.95530)

Computed properties:
- 2S+1: 1
- LUMO energy: 0.823 eV
- Molar mass: 137.273 g mol⁻¹